{"formula": "C34H38MgN6O6P2", "method": "the ωB97M-V functional and the def2-TZVPD basis", "gap_ha": [0.1847, 0.1848], "energy_ha": -2980.5630, "spin_multiplicity": 1, "homo_energy_ev": [-6.42, -6.42], "total_charge": 0, "max_force_ev_per_a": 4.13, "elements": ["Mg", "C", "C", "C", "C", "C", "C", "C", "C", "C", "H", "H", "H", "H", "H", "H", "H", "H", "H", "H", "H", "H", "H", "H", "H", "P", "P", "N", "N", "N", "N", "C", "C", "C", "C", "C", "C", "C", "C", "C", "C", "C", "C", "C", "C", "C", "C", "C", "C", "H", "H", "H", "H", "H", "H", "H", "H", "H", "H", "H", "H", "H", "H", "H", "H", "H", "H", "H", "H", "O", "C", "O", "C", "C", "C", "C", "C", "C", "N", "O", "O", "N", "O", "O", "H", "H", "H"], "positions_angstrom": [[2.212, -0.587, 0.945], [4.672, -0.771, -0.141], [4.021, -0.553, -1.286], [3.931, -1.597, -2.352], [3.712, -3.046, -1.779], [2.796, -3.037, -0.604], [3.081, -2.757, 0.688], [4.519, -2.746, 1.164], [5.415, -2.029, 0.163], [-0.705, -0.741, 2.407], [4.860, 0.033, 0.538], [3.713, 0.434, -1.640], [4.868, -1.640, -2.933], [3.102, -1.359, -3.056], [3.268, -3.688, -2.587], [4.692, -3.485, -1.448], [1.824, -3.426, -0.926], [2.298, -2.777, 1.480], [4.825, -3.805, 1.353], [4.541, -2.224, 2.138], [6.405, -1.843, 0.578], [5.542, -2.644, -0.740], [-0.198, 0.030, 3.099], [-1.407, -1.535, 2.773], [-1.163, -0.103, 1.622], [-0.748, -1.539, -0.261], [-0.473, 1.868, -1.280], [-0.253, -3.159, 0.516], [-2.159, -2.199, -1.057], [1.066, 2.173, -0.365], [-0.029, 3.090, -2.420], [0.327, -1.090, -1.669], [0.331, 0.397, -2.211], [0.393, -3.255, 1.782], [0.631, -4.600, 2.076], [0.276, -5.344, 0.897], [-0.328, -4.465, -0.004], [-3.295, -2.574, -0.287], [-4.225, -3.211, -1.123], [-3.664, -3.216, -2.464], [-2.414, -2.590, -2.383], [1.076, 2.297, 1.042], [2.396, 2.003, 1.456], [3.237, 2.080, 0.294], [2.391, 2.252, -0.785], [0.946, 3.054, -3.437], [1.179, 4.363, -3.868], [0.253, 5.242, -3.173], [-0.461, 4.427, -2.299], [0.018, -1.713, -2.534], [1.378, -1.407, -1.479], [1.342, 0.648, -2.604], [-0.308, 0.497, -3.126], [0.609, -2.375, 2.411], [0.993, -5.020, 3.022], [0.493, -6.398, 0.719], [-0.788, -4.645, -0.983], [-3.344, -2.275, 0.761], [-5.165, -3.696, -0.815], [-4.088, -3.706, -3.354], [-1.726, -2.338, -3.179], [0.413, 3.018, 1.550], [2.664, 2.074, 2.503], [4.318, 1.954, 0.212], [2.599, 2.490, -1.814], [1.386, 2.090, -3.717], [1.945, 4.670, -4.580], [0.123, 6.340, -3.234], [-1.258, 4.616, -1.590], [-1.460, 3.042, 0.158], [-1.790, 2.392, 1.255], [-0.934, 1.861, 2.007], [-3.248, 2.491, 1.733], [-3.822, 1.715, 2.769], [-5.064, 2.168, 3.395], [-5.510, 3.471, 3.050], [-4.962, 4.273, 2.026], [-3.845, 3.722, 1.410], [-5.451, 5.566, 1.694], [-6.515, 5.860, 2.285], [-4.878, 6.354, 0.922], [-5.902, 1.317, 4.260], [-5.427, 0.194, 4.558], [-7.047, 1.683, 4.633], [-3.351, 0.819, 3.174], [-6.442, 3.890, 3.384], [-3.233, 4.249, 0.691]], "mulliken_charge": [1.032, -0.861, 0.370, -0.885, -1.117, 0.346, -0.527, -0.767, -0.896, -0.855, 0.541, 0.384, 0.414, 0.379, 0.489, 0.349, 0.102, 0.467, 0.369, 0.263, 0.541, 0.149, 0.169, 0.379, 0.159, 0.523, 0.138, 0.738, 0.455, 0.432, 0.443, 1.372, -0.977, -0.934, -0.705, -0.682, -0.542, -0.549, -0.570, -0.558, -0.383, 0.300, -1.834, -0.762, -0.502, -0.517, -0.685, -0.624, -0.225, 0.842, -2.573, -0.161, 0.554, 0.708, 0.440, 0.401, 0.438, 0.348, 0.395, 0.393, 0.361, 0.446, 0.462, 0.943, 0.742, 0.600, 0.416, 0.393, 0.262, -0.527, 0.669, -0.635, 0.188, -0.176, -0.602, -0.206, -0.674, -0.224, 0.949, -0.597, -0.569, 0.931, -0.576, -0.555, 0.648, 0.576, 0.622]}



{"formula": "C34H38N2NiO4", "method": "the ωB97M-V functional and the def2-TZVPD basis", "gap_ha": [0.3116, 0.3187], "energy_ha": -3237.1588, "spin_multiplicity": 3, "homo_energy_ev": [-8.14, -8.35], "total_charge": 0, "s2": 2.006, "max_force_ev_per_a": 2.25, "elements": ["Ni", "N", "C", "C", "C", "N", "H", "H", "H", "H", "H", "H", "H", "H", "H", "H", "C", "C", "C", "O", "C", "C", "O", "C", "O", "C", "C", "C", "C", "C", "C", "C", "C", "C", "C", "C", "C", "C", "O", "C", "C", "C", "C", "C", "C", "C", "C", "C", "C", "C", "C", "H", "H", "H", "H", "H", "H", "H", "H", "H", "H", "H", "H", "H", "H", "H", "H", "H", "H", "H", "H", "H", "H", "H", "H", "H", "H", "H", "H"], "positions_angstrom": [[-1.266, 1.542, -0.305], [-3.414, 1.876, -0.321], [-3.902, 3.255, -0.441], [-3.300, 4.055, 0.687], [-1.781, 4.432, 0.507], [-0.929, 3.242, 0.742], [-3.860, 1.221, -0.970], [-3.742, 1.526, 0.613], [-5.018, 3.327, -0.426], [-3.622, 3.614, -1.456], [-3.411, 3.455, 1.633], [-3.823, 4.990, 0.863], [-1.518, 5.269, 1.137], [-1.671, 4.865, -0.527], [-1.018, 2.969, 1.734], [0.046, 3.402, 0.645], [3.383, -2.743, 1.153], [2.218, -2.588, 0.178], [2.114, -3.764, -0.729], [1.021, -2.371, 0.957], [0.352, -1.304, 0.301], [1.498, -0.437, -0.267], [2.461, -1.463, -0.661], [1.204, 0.539, -1.432], [0.552, 1.588, -0.828], [0.338, -0.189, -2.532], [0.608, -1.490, -2.976], [-0.239, -2.107, -3.888], [-1.233, -1.335, -4.485], [-1.410, -0.001, -4.149], [-0.608, 0.550, -3.158], [2.527, 1.043, -2.025], [3.111, 0.627, -3.200], [4.325, 1.152, -3.598], [4.925, 2.148, -2.892], [4.333, 2.594, -1.696], [3.158, 2.008, -1.247], [-0.787, -0.816, 1.217], [-1.726, -0.041, 0.474], [-0.290, -0.004, 2.455], [-1.178, 0.950, 2.951], [-0.797, 1.807, 3.954], [0.411, 1.662, 4.580], [1.231, 0.596, 4.216], [0.902, -0.228, 3.133], [-1.560, -2.108, 1.631], [-2.022, -2.971, 0.583], [-2.910, -3.988, 0.877], [-3.285, -4.231, 2.207], [-2.749, -3.500, 3.197], [-1.902, -2.428, 2.917], [3.108, -3.240, 2.093], [3.600, -1.713, 1.433], [4.188, -3.229, 0.622], [1.873, -4.667, -0.157], [3.063, -3.809, -1.171], [1.334, -3.522, -1.438], [-0.084, -1.726, -0.662], [1.949, 0.167, 0.492], [1.436, -2.044, -2.527], [-0.165, -3.157, -4.196], [-1.898, -1.855, -5.156], [-2.083, 0.651, -4.685], [-0.605, 1.586, -2.963], [2.704, -0.205, -3.739], [4.834, 0.801, -4.483], [5.894, 2.491, -3.166], [4.797, 3.306, -1.038], [2.699, 2.258, -0.328], [-2.130, 1.102, 2.466], [-1.492, 2.556, 4.292], [0.752, 2.384, 5.310], [2.171, 0.549, 4.791], [1.583, -1.005, 2.743], [-1.665, -2.713, -0.389], [-3.218, -4.606, 0.047], [-3.947, -5.020, 2.416], [-2.944, -3.635, 4.269], [-1.496, -1.898, 3.793]], "mulliken_spin": [1.708, 0.035, -0.001, 0.004, -0.005, 0.069, 0.001, -0.002, 0.003, 0.000, -0.001, 0.000, 0.003, -0.001, -0.007, -0.004, 0.000, -0.001, 0.000, 0.000, 0.007, -0.006, 0.000, 0.009, 0.057, 0.000, -0.003, 0.001, -0.001, 0.006, 0.000, 0.010, -0.001, 0.000, 0.000, 0.000, 0.003, -0.016, 0.122, 0.006, -0.005, -0.002, 0.000, 0.001, -0.009, 0.011, 0.001, -0.002, 0.002, -0.001, 0.004, 0.000, 0.000, 0.000, 0.000, 0.000, 0.000, -0.001, 0.001, 0.001, 0.000, 0.000, 0.000, -0.006, 0.000, 0.000, 0.000, 0.000, 0.001, 0.009, 0.000, 0.000, 0.000, -0.001, 0.002, 0.000, 0.000, 0.000, 0.000]}